Run one
{"formula": "C4H7N3", "method": "wB97M-V/def2-TZVPD", "elements": ["C", "C", "C", "C", "H", "H", "H", "H", "H", "H", "H", "N", "N", "N"], "coordinates": [[-0.310, 2.171, 0.567], [0.443, -0.004, 0.228], [1.476, -1.039, 0.299], [2.302, -1.914, 0.299], [-0.420, 2.340, -0.530], [0.035, 3.099, 1.013], [-1.288, 1.887, 0.950], [-1.429, 0.388, -0.338], [-1.721, -1.926, -0.265], [-1.249, -1.704, -1.826], [3.110, -2.639, 0.300], [0.702, 1.134, 0.755], [-0.672, -0.244, -0.577], [-0.981, -1.549, -0.873]], "orbital_gap_ha": 0.3635, "smiles": "C#C/C(=N/C)NN", "mol_weight_g_mol": 97.12}


Run two
{"formula": "C4H7N3", "method": "wB97M-V/def2-TZVPD", "elements": ["C", "C", "C", "C", "H", "H", "H", "H", "H", "H", "H", "N", "N", "N"], "coordinates": [[2.502, 0.268, 0.082], [0.261, -0.268, -0.008], [-1.693, 0.960, -0.017], [-1.992, -0.394, 0.013], [2.689, 0.958, -0.799], [3.480, -0.267, 0.206], [2.467, 0.866, 0.943], [0.406, 1.755, -0.218], [-2.329, 1.844, 0.012], [-2.946, -0.820, 0.125], [-0.675, -2.097, -0.002], [1.442, -0.704, -0.142], [-0.269, 1.010, 0.006], [-0.825, -1.110, 0.038]], "orbital_gap_ha": 0.3024, "smiles": "CN=c1[nH]cc[nH]1", "mol_weight_g_mol": 97.12}


Run three
{"formula": "C4H7N3", "method": "wB97M-V/def2-TZVPD", "elements": ["C", "C", "N", "N", "C", "C", "N", "H", "H", "H", "H", "H", "H", "H"], "coordinates": [[-1.226, -1.009, 0.350], [0.191, -0.606, 0.054], [0.779, -1.049, -1.102], [1.515, 1.443, 0.125], [0.484, 0.620, 0.628], [-1.792, 0.384, 0.189], [-2.535, 1.218, -0.148], [1.715, -0.692, -1.250], [0.532, -1.979, -1.407], [1.716, 2.239, 0.712], [1.343, 1.704, -0.841], [-1.341, -1.325, 1.390], [-1.633, -1.714, -0.375], [0.251, 0.767, 1.675]], "orbital_gap_ha": 0.2896, "smiles": "N#CC/C(N)=C/N", "mol_weight_g_mol": 97.12}


Of them, run two has the highest stability.


Run one
{"formula": "C4H7N3", "method": "wB97M-V/def2-TZVPD", "elements": ["C", "C", "C", "C", "N", "N", "N", "H", "H", "H", "H", "H", "H", "H"], "coordinates": [[-0.863, -2.190, -1.236], [1.356, -0.763, 0.504], [0.641, 0.426, 0.802], [0.674, 1.701, 0.226], [-0.156, 2.433, 0.957], [-0.725, 1.682, 1.961], [-0.252, 0.509, 1.872], [-0.822, -3.111, -1.825], [-1.871, -2.053, -0.835], [-0.609, -1.340, -1.877], [-0.151, -2.254, -0.404], [1.946, -0.545, -0.411], [1.231, 2.093, -0.615], [-0.401, 3.410, 0.880]], "orbital_gap_ha": 0.2909, "mol_weight_g_mol": 97.12}


Run two
{"formula": "C4H7N3", "method": "wB97M-V/def2-TZVPD", "elements": ["C", "C", "C", "C", "H", "H", "H", "H", "H", "H", "H", "N", "N", "N"], "coordinates": [[-1.901, -0.917, 0.150], [-0.662, -1.000, -0.261], [0.197, 1.351, 0.018], [1.622, -0.532, 0.138], [-2.131, -0.151, 0.949], [-2.677, -1.670, -0.070], [-0.390, -1.876, -0.938], [1.169, 1.760, 0.328], [-1.870, 1.680, -0.310], [1.541, -1.597, 0.650], [2.794, 0.867, -0.487], [0.388, -0.022, -0.106], [-0.856, 2.154, -0.060], [2.776, -0.047, -0.002]], "orbital_gap_ha": 0.3716, "smiles": "[H]/N=C\\N(C=C)/C=N\\[H]", "mol_weight_g_mol": 97.12}


Run three
{"formula": "C4H7N3", "method": "wB97M-V/def2-TZVPD", "elements": ["C", "N", "C", "C", "N", "C", "N", "H", "H", "H", "H", "H", "H", "H"], "coordinates": [[1.188, 1.228, -0.941], [-1.001, -0.646, 1.233], [-0.334, -0.726, -0.094], [0.231, 0.477, -0.097], [-0.482, -1.852, -0.869], [-0.399, 0.809, 1.286], [-0.134, -0.060, 2.296], [-2.015, -0.615, 1.295], [0.130, -1.882, -1.673], [-0.469, -2.718, -0.340], [-1.042, 1.695, 1.380], [0.753, 2.168, -1.292], [2.087, 1.475, -0.369], [1.487, 0.645, -1.815]], "orbital_gap_ha": 0.3040, "mol_weight_g_mol": 97.12}


Run four
{"formula": "C4H7N3", "method": "wB97M-V/def2-TZVPD", "elements": ["C", "C", "C", "C", "H", "H", "H", "H", "H", "H", "H", "N", "N", "N"], "coordinates": [[1.156, -1.581, 0.644], [0.146, -0.676, -0.036], [-0.821, -0.950, -0.977], [-1.254, 0.377, -1.404], [2.192, -0.779, 1.345], [0.411, -2.050, 1.521], [1.429, -2.531, -0.146], [-0.647, -1.703, -1.829], [-1.912, 0.721, -2.192], [1.511, 1.918, 1.200], [0.312, 1.089, 2.222], [-0.774, 1.198, -0.531], [0.102, 0.654, 0.373], [0.864, 1.050, 1.375]], "orbital_gap_ha": 0.3514, "mol_weight_g_mol": 97.12}


Of them, run two has the highest stability.


Run one
{"formula": "C4H7N3", "method": "wB97M-V/def2-TZVPD", "elements": ["C", "N", "C", "C", "C", "N", "N", "H", "H", "H", "H", "H", "H", "H"], "coordinates": [[-2.299, 0.142, 0.284], [-0.876, -0.144, 0.284], [-0.279, -1.361, 0.438], [1.099, -1.228, 0.303], [2.309, 0.730, -0.563], [1.145, 0.126, 0.066], [-0.004, 0.798, 0.044], [-2.463, 1.197, 0.062], [-2.722, -0.108, 1.260], [-2.771, -0.475, -0.485], [-0.896, -2.246, 0.520], [2.100, 1.772, -0.811], [3.188, 0.637, 0.078], [2.469, 0.159, -1.481]], "orbital_gap_ha": 0.3354, "mol_weight_g_mol": 97.12}


Run two
{"formula": "C4H7N3", "method": "wB97M-V/def2-TZVPD", "elements": ["C", "C", "N", "C", "N", "C", "N", "H", "H", "H", "H", "H", "H", "H"], "coordinates": [[1.878, 0.221, -0.199], [0.486, 0.710, 0.127], [-0.457, 0.531, -0.997], [-1.458, -0.315, -0.654], [-2.473, -0.694, -1.317], [-1.105, -0.724, 0.742], [-1.011, -1.156, 1.819], [2.352, 0.817, -0.987], [1.862, -0.828, -0.524], [2.485, 0.296, 0.708], [0.454, 1.748, 0.451], [0.097, 0.038, 1.191], [-0.479, 1.066, -1.868], [-3.043, -1.342, -0.775]], "orbital_gap_ha": 0.3865, "smiles": "[H]/N=C(\\C#N)NCC", "mol_weight_g_mol": 97.12}


Of them, run two has the highest stability.


Run one
{"formula": "C4H7N3", "method": "wB97M-V/def2-TZVPD", "elements": ["C", "C", "C", "C", "H", "H", "H", "H", "H", "H", "H", "N", "N", "N"], "coordinates": [[-2.176, 0.148, -0.099], [0.176, 0.641, 0.055], [1.556, 0.045, -0.014], [2.678, -0.480, -0.047], [-2.394, 0.563, 0.970], [-2.328, 0.977, -0.942], [-2.815, -0.857, -0.184], [-0.633, -2.264, -0.555], [-1.100, -1.883, 0.998], [0.876, 2.433, 0.153], [3.728, -0.869, -0.266], [-0.799, -0.331, -0.242], [-0.467, -1.617, 0.190], [0.017, 1.916, 0.117]], "orbital_gap_ha": 0.3681, "smiles": "[H]/N=C(\\C#C)N(C)N", "mol_weight_g_mol": 97.12}


Run two
{"formula": "C4H7N3", "method": "wB97M-V/def2-TZVPD", "elements": ["C", "N", "C", "N", "C", "C", "N", "H", "H", "H", "H", "H", "H", "H"], "coordinates": [[-1.314, 0.813, -0.102], [0.410, -0.832, -0.056], [0.161, 0.690, 0.029], [1.600, -1.521, 0.003], [-1.708, -0.621, 0.160], [1.144, 1.570, 0.102], [-0.758, -1.476, 0.012], [1.886, -1.854, -0.914], [1.550, -2.342, 0.604], [-1.629, 1.153, -1.093], [-1.758, 1.480, 0.641], [-2.707, -0.942, 0.389], [2.163, 1.255, 0.246], [0.961, 2.625, -0.022]], "orbital_gap_ha": 0.3201, "smiles": "C=C1CC=NN1N", "mol_weight_g_mol": 97.12}


Of them, run two has the highest stability.